Entry 1:
{"formula": "C17H18BCl36O2", "method": "ωB97M-V/def2-TZVPD", "species": ["B", "C", "C", "C", "C", "C", "C", "O", "C", "C", "O", "H", "H", "H", "H", "H", "H", "H", "H", "H", "H", "H", "H", "H", "H", "H", "H", "H", "H", "C", "Cl", "Cl", "Cl", "Cl", "C", "Cl", "Cl", "Cl", "Cl", "C", "Cl", "Cl", "Cl", "Cl", "C", "Cl", "Cl", "Cl", "Cl", "C", "Cl", "Cl", "Cl", "Cl", "C", "Cl", "Cl", "Cl", "Cl", "C", "Cl", "Cl", "Cl", "Cl", "C", "Cl", "Cl", "Cl", "Cl", "C", "Cl", "Cl", "Cl", "Cl"], "coordinates": [[2.9647, -1.0277, 1.6181], [4.0229, -0.2245, 0.6272], [3.1126, 0.6103, -0.4866], [2.8710, 2.1343, 0.0675], [1.3101, 2.6365, 0.0625], [0.4074, 2.1173, 1.3288], [-0.8380, 1.1175, 0.9224], [-2.1299, 1.8462, 1.0701], [-3.0927, 1.1255, 0.2066], [-3.5948, -0.4425, 0.5006], [-3.5941, 1.6958, -0.9162], [2.3222, -0.2104, 2.1679], [2.3078, -1.7127, 0.9247], [3.5098, -1.6995, 2.4292], [4.7089, 0.5511, 1.2194], [4.7297, -1.0177, 0.1104], [3.7779, 0.6877, -1.4700], [2.1294, 0.0392, -0.8014], [3.3023, 2.2481, 1.1712], [3.4655, 2.8601, -0.6636], [0.7315, 2.4096, -0.9492], [1.3455, 3.8261, 0.1407], [-0.0994, 3.0724, 1.8332], [1.1070, 1.5989, 2.1113], [-0.7749, 0.1941, 1.6496], [-0.7561, 0.6910, -0.1688], [-4.5216, -0.6411, -0.2001], [-2.6674, -1.1139, 0.2492], [-3.9057, -0.6072, 1.6220], [0.0784, -2.9005, 4.3792], [1.0005, -2.1243, 5.6913], [-0.5955, -1.6483, 3.3056], [1.1578, -3.9662, 3.4445], [-1.2494, -3.8632, 5.0754], [3.3783, -6.9417, 2.0410], [1.8449, -7.8039, 2.3232], [4.2656, -7.7278, 0.7107], [3.0362, -5.2477, 1.6073], [4.3667, -6.9874, 3.5227], [-7.4217, -1.3109, 2.4102], [-8.6389, -1.6153, 3.6751], [-7.6039, -2.5141, 1.1088], [-7.6541, 0.3250, 1.7436], [-5.7896, -1.4393, 3.1134], [-9.7390, -2.4419, -2.4162], [-8.7787, -3.9081, -2.0962], [-8.6646, -1.1424, -2.9922], [-10.9647, -2.7944, -3.6604], [-10.5478, -1.9225, -0.9160], [-10.8647, -7.2411, -4.1297], [-9.9045, -8.7074, -3.8097], [-9.7903, -5.9416, -4.7057], [-12.0904, -7.5936, -5.3739], [-11.6735, -6.7217, -2.6295], [6.0096, 4.8665, 0.5890], [6.1474, 3.2192, 1.2537], [4.7324, 5.7532, 1.4593], [7.5625, 5.7178, 0.7846], [5.5958, 4.7759, -1.1416], [3.9095, 3.2394, -4.5720], [2.2647, 3.7453, -4.1106], [5.0463, 4.5806, -4.2832], [4.3934, 1.8299, -3.5953], [3.9339, 2.8017, -6.2989], [11.1095, 7.6691, 1.8311], [10.1924, 9.1937, 1.9252], [10.9700, 6.7957, 3.3779], [10.4518, 6.6603, 0.5179], [12.8240, 8.0266, 1.5035], [-0.8905, 0.5082, -3.4080], [-1.6241, -0.6551, -2.2754], [0.8816, 0.4782, -3.2251], [-1.3227, 0.0641, -5.0785], [-1.4965, 2.1456, -3.0530]], "forces_ev_per_angstrom": [[1.3390, 0.6975, -0.5045], [0.2628, 0.3071, -0.8281], [1.6764, 0.0674, -0.0734], [-0.4847, 0.0492, -0.6012], [-0.1576, 1.0477, 0.0531], [-0.5093, 0.5235, -0.0686], [1.8439, -0.8476, 0.4720], [-1.5823, -2.8440, -2.7046], [-2.3582, 2.3605, -4.7928], [0.5854, 1.1005, 0.2825], [3.2104, -3.1378, 7.5032], [-0.9462, 0.7643, 0.6610], [-0.9159, -0.7951, -0.7250], [0.5450, -0.5722, 0.7267], [-1.2399, -1.4605, -1.3749], [-1.1783, 1.7046, 0.6652], [-1.5525, -0.0752, 1.8869], [1.9155, 1.1552, 1.0514], [-0.9672, -0.2808, -2.3978], [-1.1893, -1.3462, 1.6883], [1.4088, 0.3083, 2.0180], [-0.0965, -2.4304, -0.2108], [1.0390, -2.1340, -0.9979], [-1.4457, 0.8091, -1.5513], [-0.4374, 1.8468, -1.4156], [0.0599, 1.0758, 2.0948], [2.1480, 0.4616, 1.3642], [-1.9213, 1.1094, 0.4991], [0.8819, 0.5117, -2.3530], [0.3221, 0.0408, -0.2581], [-0.2495, -0.1757, -0.3045], [0.1694, -0.4084, 0.3752], [-0.6302, 0.5712, 0.5549], [0.1090, 0.1166, -0.0404], [-0.0761, 0.3952, -0.0787], [0.3089, 0.1309, -0.0394], [-0.1635, 0.1026, 0.2680], [0.4476, -0.6802, -0.1176], [-0.2218, -0.0226, -0.3190], [0.0880, 0.0443, -0.0481], [0.2506, 0.0569, -0.2754], [0.0840, 0.2861, 0.3213], [0.0725, -0.4273, 0.1439], [-0.5754, -0.0573, 0.0001], [0.0475, 0.1150, 0.0264], [-0.1932, 0.3900, 0.0115], [-0.2753, -0.3622, 0.1767], [0.2482, 0.1272, 0.3033], [0.1470, -0.1292, -0.3945], [0.0760, 0.0643, -0.0087], [-0.2364, 0.3457, -0.0725], [-0.3022, -0.4958, 0.0542], [0.2665, 0.0756, 0.2833], [0.2009, -0.1074, -0.3627], [-0.1245, -0.3177, 0.0953], [-0.0254, 0.5288, -0.2425], [0.2639, -0.1819, -0.2008], [-0.4872, -0.1987, -0.0460], [0.1659, 0.0718, 0.5049], [-0.0899, -0.2194, 0.1488], [0.4628, -0.0995, -0.1047], [-0.2201, -0.2262, -0.2180], [-0.1688, 0.5821, -0.3768], [-0.0030, 0.1229, 0.3006], [-0.0445, -0.0495, 0.0071], [0.2159, -0.3716, -0.0284], [0.0252, 0.2215, -0.4082], [0.4343, 0.3640, 0.3365], [-0.3662, -0.0700, 0.0726], [0.2047, 0.2490, 0.0600], [0.1871, 0.1277, -0.4900], [-0.5672, -0.0557, -0.0739], [0.0359, 0.0437, 0.2757], [0.2525, -0.4937, -0.1782]], "mulliken_charge": [0.5235, -0.6495, 0.9098, 0.4406, -0.3002, -0.5668, 1.5355, -0.4140, 0.6062, -0.1631, -0.5446, -0.3184, -0.2697, -0.2626, -0.1713, 0.1582, -0.7306, 0.0266, 0.3361, -0.5459, -0.0717, 0.2769, 0.3090, 0.2038, -0.8917, -0.3046, 0.2797, 0.1380, -0.1330, 0.1570, -0.1096, -0.1354, 0.0332, -0.1334, 0.3073, -0.1084, -0.1164, -0.0213, -0.1055, 0.2800, -0.1069, -0.0275, -0.0894, -0.0722, 0.3220, -0.0750, -0.0749, -0.0929, -0.0723, 0.3312, -0.0925, -0.0662, -0.0974, -0.0831, 0.2077, -0.0686, -0.1150, -0.0381, -0.0297, 0.2985, -0.0578, -0.1096, -0.0872, -0.1156, 0.3571, -0.0959, -0.0917, -0.0798, -0.1056, 0.2486, -0.0919, 0.0320, -0.1284, -0.0851], "spin_multiplicity": 1, "lumo_ev": 1.053, "total_charge": -1}

Entry 2:
{"formula": "C17H18Br2N8O3SSeZn", "method": "ωB97M-V/def2-TZVPD", "species": ["Zn", "N", "C", "C", "C", "C", "C", "C", "S", "O", "O", "N", "C", "N", "C", "C", "C", "N", "H", "H", "H", "H", "H", "H", "H", "H", "H", "Br", "C", "Br", "H", "H", "C", "N", "C", "C", "C", "N", "C", "O", "N", "H", "H", "H", "H", "H", "H", "H", "Se", "C", "N"], "coordinates": [[-1.6064, 1.2502, 0.6516], [0.5556, -6.2314, -0.9777], [-0.0612, -4.9952, -0.9432], [-0.4100, -4.4085, 0.2759], [-1.0762, -3.1967, 0.3016], [-1.3924, -2.5452, -0.8854], [-1.0812, -3.1389, -2.1058], [-0.4131, -4.3455, -2.1310], [-2.2992, -1.0377, -0.8234], [-2.6148, -0.8319, 0.5973], [-3.3664, -1.1242, -1.7701], [-1.3163, 0.2280, -1.0480], [-0.6092, 0.4999, -2.1875], [-0.6663, -0.3359, -3.2272], [0.0281, 0.0124, -4.3024], [0.7849, 1.1683, -4.3690], [0.8088, 1.9354, -3.2155], [0.1353, 1.6170, -2.1202], [1.0244, -6.5356, -0.1424], [1.0217, -6.4875, -1.8307], [-0.1912, -4.9271, 1.2019], [-1.4029, -2.7739, 1.2432], [-1.3681, -2.6439, -3.0216], [-0.1754, -4.8097, -3.0808], [-0.0258, -0.6701, -5.1448], [1.3278, 1.4501, -5.2581], [1.3985, 2.8455, -3.1647], [0.6795, 2.6801, 4.5375], [-1.1464, 2.0877, 4.2899], [-1.2965, 0.1861, 4.0271], [-1.5524, 2.5789, 3.4137], [-1.6988, 2.3417, 5.1841], [2.2275, 4.4849, 0.9439], [1.9951, 3.0506, 1.0745], [2.9961, 2.1646, 1.2836], [2.7675, 0.8425, 1.4122], [1.4095, 0.4090, 1.3363], [0.4269, 1.2798, 1.1846], [0.6797, 2.6146, 1.0109], [-0.2355, 3.3921, 0.7949], [1.0914, -0.8841, 1.4199], [3.2981, 4.6585, 0.8721], [1.8223, 5.0073, 1.8091], [1.7256, 4.8515, 0.0525], [3.9928, 2.5815, 1.3343], [3.5756, 0.1459, 1.5675], [1.8003, -1.5914, 1.4774], [0.1337, -1.1700, 1.2957], [-4.9776, 3.5192, 3.2372], [-3.7786, 2.6696, 2.2679], [-2.9450, 2.1315, 1.6511]], "forces_ev_per_angstrom": [[0.2042, -0.0831, -0.0797], [-0.0218, 0.0228, 0.0005], [0.0300, -0.0458, -0.0087], [-0.0080, 0.0205, 0.0150], [0.0020, -0.0071, -0.0541], [0.0407, -0.0587, 0.0049], [-0.0138, -0.0067, 0.0273], [-0.0004, -0.0011, -0.0091], [-0.0294, -0.0006, 0.0490], [0.0143, -0.0171, -0.1031], [0.0105, 0.0196, -0.0056], [-0.0883, -0.0742, 0.0041], [0.0063, 0.0177, 0.2120], [-0.0368, 0.0433, -0.0516], [0.0257, 0.0060, -0.0345], [-0.0203, -0.0391, -0.0167], [-0.0096, 0.0273, 0.0677], [0.0151, 0.0539, -0.0870], [0.0050, -0.0020, 0.0005], [0.0060, -0.0003, -0.0007], [-0.0003, 0.0079, 0.0045], [0.0047, 0.0114, 0.0150], [-0.0042, -0.0253, 0.0228], [-0.0039, 0.0002, -0.0006], [-0.0050, 0.0084, -0.0105], [0.0158, -0.0106, 0.0029], [-0.0046, 0.0043, -0.0036], [-0.0330, -0.0486, -0.0375], [0.0116, 0.0517, 0.0387], [0.0218, 0.0183, 0.0285], [0.1019, -0.0135, 0.0619], [0.0121, 0.0001, 0.0054], [0.0020, -0.0158, 0.0195], [0.0504, -0.0281, 0.0344], [-0.0027, 0.0973, -0.0034], [-0.0166, -0.0751, 0.0212], [-0.1062, -0.0934, 0.0127], [0.0112, 0.2179, 0.0084], [-0.0483, -0.0018, -0.0243], [-0.0126, -0.0402, 0.0189], [0.0517, 0.0123, -0.0093], [-0.0001, 0.0044, 0.0008], [-0.0127, -0.0005, -0.0032], [0.0066, 0.0047, -0.0104], [-0.0054, 0.0078, -0.0075], [-0.0047, -0.0033, 0.0002], [-0.0057, -0.0038, -0.0045], [-0.0283, -0.0178, 0.0011], [-0.0457, 0.0015, 0.1002], [0.0689, 0.0542, -0.0954], [-0.1501, 0.0002, -0.1172]], "nbo_charge": [1.6801, -0.7896, 0.1920, -0.2790, -0.2040, -0.3334, -0.1606, -0.2656, 2.3191, -1.0291, -0.9097, -1.1041, 0.5530, -0.5095, 0.1038, -0.3594, 0.0978, -0.4968, 0.3836, 0.3851, 0.2119, 0.2394, 0.2589, 0.2116, 0.1944, 0.2264, 0.1911, 0.0035, -0.5170, 0.0350, 0.2506, 0.2397, -0.3989, -0.4032, 0.1293, -0.3817, 0.4943, -0.7326, 0.7863, -0.6403, -0.7426, 0.2036, 0.2268, 0.2350, 0.2204, 0.2356, 0.4071, 0.4239, -0.1942, 0.1790, -0.8673], "spin_multiplicity": 1, "lumo_ev": -0.067, "relative_energy_kcal_mol": 6.02}